# 1
Computed, not measured: C51H78AsCsN6O as an isolated structure at a distorted geometry, with ωB97M-V/def2-TZVPD.

Atoms and positions in Å:
Cs (1.346, 0.236, -0.364)
N (-2.192, -0.502, -2.151)
C (-2.183, -0.745, -3.474)
C (-3.072, -1.602, -4.105)
C (-3.057, -1.763, -5.499)
C (-2.183, -1.075, -6.300)
C (-1.257, -0.188, -5.700)
C (-0.338, 0.593, -6.438)
C (0.534, 1.420, -5.788)
C (0.513, 1.458, -4.378)
N (-0.330, 0.757, -3.667)
C (-1.229, -0.039, -4.295)
H (-2.689, -1.061, -1.449)
H (-1.451, 0.076, -1.800)
H (-3.795, -2.140, -3.505)
H (-3.769, -2.445, -5.951)
H (-2.183, -1.197, -7.377)
H (-0.351, 0.527, -7.521)
H (1.232, 2.043, -6.332)
H (1.199, 2.093, -3.824)
N (-1.826, 0.154, 3.194)
C (-1.538, 1.295, 3.867)
C (-2.471, 2.136, 4.369)
C (-2.109, 3.262, 5.205)
C (-0.847, 3.570, 5.529)
C (0.289, 2.803, 4.931)
C (-0.078, 1.548, 4.074)
H (-2.748, 0.071, 2.786)
H (-1.104, -0.255, 2.623)
H (-3.517, 1.940, 4.162)
H (-2.920, 3.859, 5.609)
H (-0.614, 4.402, 6.184)
H (1.098, 2.637, 5.646)
H (0.446, 0.617, 4.313)
C (5.094, -0.174, 3.267)
C (4.011, -1.235, 3.457)
As (3.105, -1.683, 1.713)
C (4.651, -2.617, 0.919)
C (5.391, -3.626, 1.790)
C (2.141, -3.210, 2.530)
C (1.599, -4.248, 1.553)
H (5.601, 0.074, 4.205)
H (4.664, 0.746, 2.863)
H (5.857, -0.512, 2.561)
H (3.234, -0.851, 4.126)
H (4.425, -2.127, 3.936)
H (5.339, -1.839, 0.579)
H (4.262, -3.097, 0.021)
H (5.938, -3.137, 2.598)
H (6.118, -4.189, 1.196)
H (4.706, -4.349, 2.238)
H (1.314, -2.765, 3.091)
H (2.803, -3.672, 3.268)
H (1.092, -3.750, 0.728)
H (0.903, -4.932, 2.046)
H (2.410, -4.839, 1.116)
C (2.889, -2.074, -2.812)
C (2.227, -2.894, -1.690)
C (0.992, -3.604, -2.266)
O (1.941, -2.103, -0.611)
H (3.167, -2.699, -3.667)
H (3.785, -1.583, -2.421)
H (2.185, -1.306, -3.154)
H (2.946, -3.715, -1.435)
H (0.239, -2.863, -2.550)
H (0.553, -4.269, -1.521)
H (1.257, -4.198, -3.148)
C (-7.311, -1.627, 3.376)
C (-6.382, -1.012, 2.357)
C (-6.550, 0.315, 1.978)
C (-5.668, 0.868, 1.035)
C (-5.801, 2.319, 0.643)
C (-4.679, 0.091, 0.479)
C (-4.470, -1.294, 0.812)
C (-5.368, -1.789, 1.814)
N (-3.467, -1.919, 0.200)
C (-3.023, -3.255, 0.564)
C (-1.993, -3.631, -0.497)
C (-4.096, -4.374, 0.572)
C (-2.315, -3.254, 1.933)
H (-7.988, -0.878, 3.791)
H (-6.750, -2.075, 4.199)
H (-7.916, -2.418, 2.924)
H (-7.336, 0.920, 2.420)
H (-6.369, 2.873, 1.392)
H (-6.315, 2.422, -0.316)
H (-4.821, 2.787, 0.542)
H (-3.996, 0.528, -0.243)
H (-5.269, -2.801, 2.178)
H (-2.503, -3.717, -1.462)
H (-1.495, -4.580, -0.279)
H (-1.226, -2.853, -0.587)
H (-4.853, -4.180, -0.192)
H (-4.593, -4.468, 1.537)
H (-3.624, -5.337, 0.356)
H (-1.419, -2.630, 1.876)
H (-2.009, -4.263, 2.229)
H (-2.975, -2.847, 2.702)
C (2.612, 4.953, 3.758)
C (1.287, 4.582, 3.087)
C (0.763, 3.279, 3.572)
N (0.504, 2.234, 2.878)
H (2.952, 5.932, 3.419)
H (3.384, 4.223, 3.511)
H (2.504, 4.984, 4.845)
H (1.401, 4.514, 2.003)
H (0.539, 5.349, 3.305)
C (-2.484, 3.410, -2.077)
C (-1.095, 3.996, -2.089)
C (-0.842, 5.219, -2.737)
C (0.457, 5.710, -2.764)
C (0.745, 7.024, -3.451)
C (1.508, 5.013, -2.176)
C (1.312, 3.752, -1.525)
C (-0.061, 3.315, -1.505)
N (2.166, 2.898, -0.969)
C (3.573, 3.019, -0.695)
C (4.228, 1.702, -1.167)
C (4.383, 4.175, -1.312)
C (3.746, 3.104, 0.839)
H (-3.242, 4.188, -2.193)
H (-2.676, 2.873, -1.147)
H (-2.604, 2.695, -2.896)
H (-1.651, 5.770, -3.207)
H (-0.155, 7.422, -3.924)
H (1.510, 6.905, -4.223)
H (1.112, 7.771, -2.741)
H (2.492, 5.456, -2.245)
H (-0.250, 2.375, -0.994)
H (4.123, 1.608, -2.250)
H (3.729, 0.854, -0.696)
H (5.291, 1.670, -0.903)
H (4.292, 4.181, -2.400)
H (5.442, 4.058, -1.055)
H (4.049, 5.139, -0.925)
H (3.071, 2.389, 1.319)
H (3.478, 4.106, 1.181)
H (4.781, 2.894, 1.137)

Summary:
- Charge: -2
- Energy relative to the best compared isomer or geometry (same formula, charge and spin): 61.26 kcal per mole

***

# 2
Computed, not measured: a 13-piece molecular cluster, C51H78NO37Si overall at a distorted geometry, with ωB97M-V/def2-TZVPD.

Atoms and positions in Å:
C (4.598, -6.864, -0.269)
C (3.776, -5.833, -0.510)
C (3.926, -4.453, 0.085)
C (3.514, -3.279, -0.848)
Si (1.602, -3.069, -0.618)
C (0.739, -2.682, -2.253)
C (0.779, -4.637, 0.035)
C (1.160, -1.700, 0.596)
C (3.824, -3.496, -2.345)
C (5.308, -3.330, -2.733)
C (5.359, -3.420, -4.278)
C (6.230, -4.441, -2.242)
N (5.746, -1.966, -2.356)
O (5.261, -1.070, -3.148)
C (5.576, -1.616, -0.914)
C (6.746, -2.157, -0.066)
C (5.709, -0.074, -0.830)
C (4.181, -1.976, -0.351)
H (4.562, -7.720, -0.933)
H (5.264, -6.899, 0.584)
H (2.953, -5.971, -1.201)
H (3.360, -4.377, 1.018)
H (4.969, -4.377, 0.390)
H (1.193, -1.830, -2.756)
H (0.845, -3.561, -2.892)
H (-0.331, -2.545, -2.112)
H (1.032, -4.827, 1.077)
H (0.998, -5.503, -0.585)
H (-0.297, -4.484, 0.022)
H (1.615, -0.736, 0.375)
H (1.322, -1.986, 1.634)
H (0.081, -1.553, 0.498)
H (3.423, -4.422, -2.745)
H (3.331, -2.687, -2.887)
H (4.513, -2.934, -4.747)
H (5.380, -4.476, -4.544)
H (6.307, -3.006, -4.618)
H (6.424, -4.444, -1.176)
H (5.753, -5.384, -2.493)
H (7.160, -4.419, -2.809)
H (6.976, -1.463, 0.736)
H (7.647, -2.243, -0.672)
H (6.535, -3.119, 0.394)
H (4.818, 0.435, -1.181)
H (6.580, 0.264, -1.385)
H (5.844, 0.183, 0.221)
H (3.554, -1.099, -0.494)
H (4.293, -2.077, 0.730)
C (-3.525, -0.913, 2.236)
C (-4.362, -1.924, 2.975)
O (-3.838, -3.161, 2.484)
C (-2.576, -2.946, 2.039)
O (-1.835, -3.812, 1.706)
O (-2.297, -1.619, 2.008)
H (-3.352, -0.008, 2.816)
H (-3.951, -0.643, 1.270)
H (-4.222, -1.886, 4.057)
H (-5.421, -1.832, 2.745)
C (-7.860, -3.365, 0.566)
C (-8.434, -2.203, -0.215)
O (-9.103, -1.451, 0.814)
C (-8.521, -1.749, 1.999)
O (-8.727, -1.164, 3.015)
O (-7.675, -2.792, 1.873)
H (-6.911, -3.716, 0.166)
H (-8.557, -4.200, 0.647)
H (-7.667, -1.571, -0.665)
H (-9.139, -2.511, -0.983)
C (3.812, 5.363, 3.872)
C (4.919, 5.069, 2.884)
O (5.664, 4.046, 3.557)
C (4.847, 3.438, 4.446)
O (5.116, 2.443, 5.039)
O (3.676, 4.109, 4.557)
H (2.880, 5.650, 3.393)
H (4.092, 6.127, 4.600)
H (4.549, 4.672, 1.941)
H (5.548, 5.932, 2.680)
C (7.603, 0.414, -5.729)
C (6.154, 0.448, -6.158)
O (6.250, 0.768, -7.551)
C (7.477, 0.385, -7.986)
O (7.811, 0.359, -9.125)
O (8.266, 0.034, -6.942)
H (7.797, -0.306, -4.939)
H (7.974, 1.392, -5.417)
H (5.665, -0.521, -6.048)
H (5.572, 1.200, -5.633)
C (-5.564, 3.233, 0.029)
C (-6.650, 2.618, 0.883)
O (-6.720, 1.283, 0.367)
C (-5.539, 0.990, -0.219)
O (-5.230, -0.093, -0.603)
O (-4.759, 2.090, -0.309)
H (-4.976, 3.975, 0.564)
H (-5.944, 3.672, -0.894)
H (-6.378, 2.574, 1.938)
H (-7.610, 3.117, 0.785)
C (9.764, 4.464, 3.312)
C (10.371, 3.308, 2.552)
O (9.458, 3.150, 1.457)
C (8.825, 4.328, 1.265)
O (8.122, 4.571, 0.334)
O (9.088, 5.188, 2.271)
H (10.507, 5.084, 3.798)
H (9.024, 4.138, 4.047)
H (11.360, 3.545, 2.158)
H (10.428, 2.394, 3.137)
C (-1.791, 3.509, 0.921)
C (-0.560, 4.335, 0.625)
O (-1.119, 5.625, 0.358)
C (-2.320, 5.703, 0.974)
O (-2.967, 6.691, 1.087)
O (-2.696, 4.483, 1.452)
H (-1.606, 2.722, 1.648)
H (-2.232, 3.070, 0.024)
H (0.109, 4.411, 1.484)
H (0.001, 3.970, -0.232)
C (3.804, 4.911, -1.368)
C (2.919, 5.759, -2.261)
O (1.890, 6.189, -1.356)
C (2.389, 6.136, -0.102)
O (1.854, 6.571, 0.867)
O (3.589, 5.511, -0.084)
H (4.856, 4.954, -1.637)
H (3.489, 3.867, -1.328)
H (3.435, 6.639, -2.647)
H (2.489, 5.205, -3.091)
C (-9.703, -8.245, 2.900)
C (-8.799, -7.239, 3.582)
O (-8.761, -6.173, 2.627)
C (-9.871, -6.252, 1.862)
O (-10.213, -5.412, 1.089)
O (-10.535, -7.405, 2.090)
H (-10.306, -8.823, 3.595)
H (-9.155, -8.927, 2.249)
H (-9.221, -6.859, 4.514)
H (-7.799, -7.618, 3.772)
C (13.135, 2.898, 6.054)
C (13.910, 4.036, 6.684)
O (13.961, 4.995, 5.622)
C (12.928, 4.758, 4.786)
O (12.590, 5.476, 3.900)
O (12.321, 3.584, 5.094)
H (12.515, 2.355, 6.762)
H (13.779, 2.193, 5.527)
H (13.387, 4.480, 7.533)
H (14.913, 3.753, 6.991)
C (-11.413, -0.118, -0.725)
C (-12.822, -0.136, -1.276)
O (-12.646, 0.423, -2.586)
C (-11.352, 0.223, -2.958)
O (-10.932, 0.417, -4.050)
O (-10.619, -0.227, -1.913)
H (-11.207, -0.938, -0.048)
H (-11.173, 0.822, -0.227)
H (-13.220, -1.148, -1.376)
H (-13.516, 0.464, -0.693)
C (-16.437, 0.720, -4.062)
C (-15.170, 1.495, -4.349)
O (-15.661, 2.832, -4.511)
C (-16.838, 2.933, -3.847)
O (-17.417, 3.949, -3.644)
O (-17.265, 1.708, -3.442)
H (-16.281, -0.123, -3.393)
H (-16.930, 0.367, -4.970)
H (-14.467, 1.473, -3.519)
H (-14.662, 1.161, -5.250)

Summary:
- Spin multiplicity: 2
- Charge: 0
- Energy relative to the best compared isomer or geometry (same formula, charge and spin): 0.00 kcal per mole

***

# 3
Computed, not measured: a 12-piece molecular cluster, C51H82F5O22P5 overall at a distorted geometry, with ωB97M-V/def2-TZVPD.

Atoms and positions in Å:
C (2.256, -3.045, 4.446)
O (3.682, -3.377, 4.234)
P (4.608, -3.611, 5.547)
O (6.037, -3.809, 5.261)
O (4.229, -2.311, 6.575)
C (4.959, -2.284, 7.764)
O (3.835, -4.863, 6.215)
C (4.425, -5.593, 7.265)
H (1.989, -2.032, 4.142)
H (1.892, -3.144, 5.469)
H (1.512, -3.672, 3.955)
H (5.834, -2.933, 7.773)
H (4.252, -2.535, 8.555)
H (5.339, -1.282, 7.962)
H (3.654, -5.908, 7.969)
H (5.175, -5.038, 7.830)
H (4.880, -6.528, 6.940)
C (6.536, 2.365, 1.244)
O (6.259, 3.257, 0.127)
P (4.876, 3.059, -0.669)
O (3.716, 3.077, 0.247)
O (5.093, 1.688, -1.524)
C (4.482, 1.485, -2.757)
O (4.883, 4.202, -1.807)
C (3.690, 4.768, -2.344)
H (7.185, 1.542, 0.943)
H (5.743, 1.858, 1.793)
H (7.029, 2.957, 2.015)
H (3.407, 1.650, -2.822)
H (4.559, 0.487, -3.190)
H (5.012, 2.100, -3.485)
H (3.054, 5.300, -1.637)
H (2.995, 4.057, -2.790)
H (3.976, 5.527, -3.073)
C (-4.915, 1.991, -0.714)
O (-5.467, 1.199, -1.801)
P (-7.097, 0.996, -1.926)
O (-7.761, 0.323, -0.782)
O (-7.263, 0.226, -3.322)
C (-8.441, -0.425, -3.623)
O (-7.657, 2.472, -2.223)
C (-7.287, 3.194, -3.399)
H (-5.596, 2.376, 0.044)
H (-4.300, 2.749, -1.199)
H (-4.199, 1.320, -0.238)
H (-9.055, -0.603, -2.740)
H (-8.360, -1.434, -4.027)
H (-9.036, 0.056, -4.400)
H (-7.194, 2.490, -4.226)
H (-6.334, 3.699, -3.246)
H (-8.031, 3.957, -3.628)
C (0.642, 3.286, 2.056)
O (-0.146, 3.932, 3.024)
P (-1.763, 4.002, 2.641)
O (-2.002, 4.565, 1.289)
O (-2.288, 2.457, 2.831)
C (-3.626, 2.305, 3.063)
O (-2.492, 4.846, 3.834)
C (-2.965, 6.160, 3.650)
H (1.667, 3.610, 2.231)
H (0.369, 3.570, 1.039)
H (0.646, 2.202, 2.163)
H (-4.006, 1.972, 2.097)
H (-4.165, 3.205, 3.359)
H (-3.750, 1.559, 3.849)
H (-2.217, 6.800, 4.119)
H (-3.888, 6.288, 4.216)
H (-3.022, 6.424, 2.594)
C (-2.804, -1.627, 4.021)
O (-3.433, -1.948, 2.774)
P (-4.850, -2.712, 2.810)
O (-4.856, -3.843, 3.719)
O (-5.920, -1.560, 3.192)
C (-6.043, -0.404, 2.374)
O (-5.204, -2.915, 1.221)
C (-4.855, -4.132, 0.552)
H (-3.334, -0.787, 4.470)
H (-1.796, -1.290, 3.779)
H (-2.736, -2.460, 4.721)
H (-5.362, -0.422, 1.523)
H (-5.995, 0.475, 3.017)
H (-7.056, -0.414, 1.973)
H (-4.337, -4.812, 1.227)
H (-4.283, -4.001, -0.367)
H (-5.742, -4.645, 0.180)
F (1.784, 3.886, -5.374)
C (1.369, 2.666, -5.050)
C (0.138, 2.447, -4.386)
C (-0.313, 1.156, -4.273)
C (0.370, 0.105, -4.820)
C (1.618, 0.336, -5.410)
C (2.127, 1.601, -5.506)
H (-0.373, 3.327, -4.026)
H (-1.256, 0.964, -3.785)
H (0.050, -0.926, -4.860)
H (2.172, -0.474, -5.862)
H (2.954, 1.769, -6.180)
F (-1.401, 1.659, -0.650)
C (-0.362, 0.889, -0.197)
C (-0.580, 0.085, 0.899)
C (0.352, -0.735, 1.367)
C (1.572, -0.837, 0.705)
C (1.818, -0.056, -0.435)
C (0.860, 0.843, -0.833)
H (-1.457, 0.236, 1.512)
H (0.100, -1.386, 2.191)
H (2.275, -1.577, 1.058)
H (2.730, -0.175, -1.001)
H (0.992, 1.477, -1.697)
F (8.329, -3.843, 0.904)
C (7.436, -2.814, 0.856)
C (6.517, -2.625, 1.844)
C (5.550, -1.661, 1.765)
C (5.519, -0.816, 0.662)
C (6.371, -1.000, -0.394)
C (7.359, -1.969, -0.251)
H (6.565, -3.262, 2.715)
H (4.959, -1.407, 2.632)
H (4.848, 0.027, 0.594)
H (6.360, -0.314, -1.229)
H (8.175, -2.017, -0.957)
F (0.936, 5.880, -0.766)
C (0.010, 5.971, -1.781)
C (0.122, 7.039, -2.620)
C (-0.784, 7.147, -3.653)
C (-1.782, 6.208, -3.854)
C (-1.974, 5.225, -2.887)
C (-1.074, 5.084, -1.825)
H (0.860, 7.803, -2.428)
H (-0.718, 7.935, -4.388)
H (-2.444, 6.276, -4.705)
H (-2.720, 4.452, -3.003)
H (-1.187, 4.295, -1.096)
F (-0.429, -3.065, -4.056)
C (-1.567, -2.602, -3.411)
C (-2.784, -3.097, -3.865)
C (-4.000, -2.667, -3.325)
C (-3.943, -1.726, -2.293)
C (-2.725, -1.253, -1.803)
C (-1.535, -1.712, -2.359)
H (-2.735, -3.821, -4.664)
H (-4.956, -2.918, -3.760)
H (-4.881, -1.261, -2.028)
H (-2.744, -0.586, -0.954)
H (-0.562, -1.391, -2.018)
C (-0.632, -4.025, 1.082)
C (-0.088, -5.027, 0.071)
C (-0.913, -5.627, -0.989)
O (1.080, -5.334, 0.134)
H (0.064, -3.845, 1.902)
H (-1.500, -4.526, 1.510)
H (-0.846, -3.084, 0.576)
H (-0.341, -6.049, -1.815)
H (-1.560, -4.833, -1.363)
H (-1.552, -6.395, -0.554)
C (4.314, -3.706, -1.285)
C (3.460, -3.070, -2.384)
C (2.166, -3.748, -2.802)
O (3.875, -1.987, -2.904)
H (3.781, -3.632, -0.337)
H (5.292, -3.228, -1.346)
H (4.485, -4.707, -1.680)
H (2.424, -4.742, -3.165)
H (1.687, -3.200, -3.613)
H (1.442, -3.717, -1.988)

Summary:
- SMILES: COP(=O)(OC)OC.COP(=O)(OC)OC.COP(=O)(OC)OC.COP(=O)(OC)OC.COP(=O)(OC)OC.Fc1ccccc1.Fc1ccccc1.Fc1ccccc1.Fc1ccccc1.Fc1ccccc1.CC(C)=O.CC(C)=O
- Charge: 0

***

For the records above, the corresponding E_tot values read -126526.9760 -139276.6919 -159302.3576 eV.